10
Properties=species:S:1:pos:R:3:forces:R:3 method="wB97M-V/def2-TZVPD" orbital_gap_ev=10.334 e_above_lowest_kj_mol=81.2 e_homo_ha=-0.3577 smiles="C=CC(S)(Cl)Cl" spin_multiplicity=1
Cl -2.1962 -0.3118 1.2926 -0.349 0.614 0.279
Cl -1.2136 -1.2461 -1.2298 0.187 0.750 0.578
S -1.3760 1.6926 -0.8317 1.307 -0.792 -0.643
C -1.0684 0.1505 0.0330 1.890 -1.839 0.177
C 0.3982 0.1198 0.6346 -1.237 -1.703 -2.391
C 1.4049 -0.6511 0.2293 -0.989 0.554 -0.332
H -0.2923 1.2388 -1.6231 -1.265 1.160 0.538
H 0.6427 0.7957 1.3806 -0.283 1.526 1.363
H 2.3348 -0.3998 0.6758 0.841 -0.299 0.310
H 1.3659 -1.3886 -0.5613 -0.101 0.029 0.119


14
Properties=species:S:1:pos:R:3:forces:R:3 method="wB97M-V/def2-TZVPD" orbital_gap_ev=10.185 e_above_lowest_kj_mol=289.3 e_homo_ha=-0.3451 spin_multiplicity=1
O 1.7904 -0.6329 1.0948 -0.532 -0.431 -0.016
N -0.0352 -0.1883 -1.2452 0.040 0.098 -0.019
C -0.1605 -1.2054 -0.1874 0.282 -0.215 -0.074
C -0.5439 1.1743 0.4405 0.072 0.094 0.074
C -1.1121 -0.0716 -0.2208 -0.512 -0.045 -0.415
C 0.9197 -1.4304 0.8201 0.370 0.348 0.082
C 0.4582 1.1341 -0.7290 0.307 0.283 -0.083
H 1.5284 1.1979 -0.5374 -0.139 0.097 0.020
H -0.5555 -2.1474 -0.5680 0.134 0.204 -0.111
H -0.0892 1.0481 1.4281 -0.231 -0.189 -0.172
H 0.1330 1.8464 -1.4898 0.347 0.000 0.009
H 0.9375 -2.4452 1.2726 -0.118 0.146 -0.015
H -2.0855 -0.1361 -0.7026 -0.253 -0.338 0.957
H -1.2373 2.0170 0.4895 0.233 -0.053 -0.237


90
Properties=species:S:1:pos:R:3:forces:R:3 method="wB97M-V/def2-TZVPD" orbital_gap_ev="7.417 / 6.672" e_homo_ha="-0.3662 / -0.3662" spin_multiplicity=3 s2=2.003
Pt 19.1171 23.1271 19.9193 0.792 -0.423 0.029
Cl 16.6984 21.2779 13.6690 -0.021 0.106 -0.023
Cl 19.5834 21.4727 13.9154 0.391 0.383 -0.263
Cl 18.2797 18.9531 14.3606 -0.036 0.032 0.110
S 20.8916 21.1485 17.9355 -0.505 -1.216 -0.892
S 20.4641 21.4350 22.5226 0.073 -0.564 -0.040
P 24.9607 15.8104 15.7851 -0.028 0.307 0.176
P 25.8172 18.3943 21.1120 0.458 0.000 0.317
P 21.1410 25.9431 19.8333 -0.174 0.778 -1.039
P 19.5217 26.5009 13.0187 -0.010 -0.328 0.244
F 21.5385 22.9451 16.1293 0.336 -0.508 -0.027
F 22.9900 21.2385 23.1703 0.140 -0.066 0.003
F 22.0896 23.1528 23.6390 0.087 -0.030 0.065
F 22.5783 22.6804 21.5926 0.159 -0.147 -0.018
F 23.1941 22.3077 17.3731 -0.271 -0.524 -0.377
F 22.4203 20.9533 15.8513 -0.084 0.375 -0.023
O 26.0033 16.4668 14.7974 0.119 0.061 -0.188
O 22.3191 26.1692 20.8190 0.057 -0.313 0.414
O 20.9593 27.0475 12.6728 0.129 -0.069 0.012
O 23.6435 15.8051 14.9300 -0.327 -0.112 -0.234
O 26.7782 17.4274 20.3283 -0.062 -0.074 -0.357
O 21.5566 19.9768 18.3980 0.091 0.268 0.242
O 25.0715 17.8225 22.2298 0.012 0.040 0.330
O 26.7796 19.6131 21.5060 -0.310 0.183 0.433
O 25.3455 14.5182 16.3270 -0.131 -0.396 0.184
O 19.4971 25.0909 12.2917 -0.441 -0.008 -0.250
O 20.1274 24.9513 20.2440 -0.439 -0.312 0.306
O 20.6304 20.2785 21.7134 0.130 -0.274 -0.342
O 19.9698 21.3129 23.8499 -0.236 0.137 0.163
O 19.6990 20.9706 17.1551 -0.310 0.294 0.146
O 20.4041 27.3083 19.6622 -0.248 0.011 0.130
O 19.6737 26.1610 14.5511 0.021 0.244 0.211
O 24.9982 18.9231 19.9098 -0.395 0.401 -0.972
O 24.7551 16.9899 16.8155 0.299 0.036 0.191
O 18.3858 27.3621 12.7323 -0.285 0.249 -0.113
O 20.7338 22.2145 18.9655 0.511 0.506 0.083
O 21.8382 25.7046 18.4608 0.394 -0.464 0.162
O 19.7858 22.5486 21.7757 -0.564 0.726 0.589
C 22.0779 21.8782 16.7348 0.309 0.253 0.652
C 24.1187 20.0597 20.0173 0.420 -0.282 0.191
C 21.2263 27.4891 11.3429 0.495 0.514 -0.159
C 26.7340 20.1479 22.8393 0.090 -0.710 0.423
C 22.0118 26.4032 22.2110 0.472 0.430 0.515
C 27.7486 16.6950 21.0487 0.659 -0.332 0.841
C 23.0556 24.9010 18.4362 0.511 0.410 0.020
C 23.2367 16.9750 14.2105 -0.847 0.021 0.082
C 21.1531 28.4910 19.3686 0.404 0.480 -0.053
C 23.6982 17.0168 17.7690 -0.373 0.869 0.685
C 20.7538 25.3479 14.9968 0.627 0.211 0.425
C 18.1435 20.7094 14.5172 -0.347 -0.452 0.036
C 27.3835 16.3422 15.0921 1.002 -0.109 0.310
C 22.1371 22.1515 22.7507 -0.232 0.478 -0.248
C 18.1848 24.5238 11.9925 0.666 0.028 -0.026
H 22.2216 17.2588 14.5086 0.116 -0.226 0.232
H 17.8641 24.8841 11.0197 -0.045 0.012 -0.037
H 22.9190 16.2795 17.5927 0.013 -0.025 -0.251
H 27.8322 17.3261 15.2375 -0.188 0.058 -0.165
H 23.1655 16.7040 13.1598 0.414 0.205 -0.081
H 21.8819 28.3575 11.4221 -0.076 -0.029 0.050
H 21.5056 28.4824 18.3379 -0.196 -0.046 -0.042
H 21.0059 26.7947 22.3532 -0.095 -0.187 -0.116
H 23.9051 25.5438 18.6688 -0.123 0.112 -0.007
H 24.5612 20.7894 20.6988 -0.198 0.002 0.070
H 23.3041 18.0365 17.7498 -0.351 -0.222 -0.327
H 23.1795 24.5179 17.4308 -0.246 0.027 0.119
H 20.5000 29.3383 19.5484 -0.109 -0.052 -0.118
H 22.7133 27.1657 22.5492 -0.009 -0.077 -0.044
H 21.4792 25.9333 15.5751 -0.320 0.277 -0.047
H 24.0391 16.9404 18.8007 0.485 -0.536 -0.231
H 26.6214 21.2267 22.8152 0.110 0.075 -0.180
H 22.1778 25.4981 22.7868 -0.168 -0.112 -0.123
H 22.0262 28.5931 20.0171 -0.099 -0.162 0.082
H 21.3338 24.9443 14.1681 -0.312 -0.393 -0.027
H 18.3480 23.4520 11.9768 -0.181 -0.063 -0.011
H 21.7702 26.7250 10.7908 -0.232 -0.171 -0.020
H 18.0364 20.9558 15.5626 0.057 -0.058 0.080
H 27.9009 15.8217 14.2854 -0.202 0.130 -0.151
H 17.4511 24.8011 12.7438 0.008 -0.024 0.086
H 20.3672 24.5901 15.6715 -0.175 0.007 -0.408
H 27.6109 15.6249 20.9071 -0.129 0.052 -0.228
H 25.9251 19.7000 23.4201 -0.145 0.105 -0.238
H 27.7087 16.8735 22.1297 -0.249 0.075 -0.123
H 23.1444 19.7092 20.3411 -0.077 0.202 0.123
H 27.6489 19.8458 23.3521 0.129 0.337 -0.099
H 23.8698 17.8334 14.4168 0.262 -0.091 -0.253
H 24.0541 20.4983 19.0287 -0.041 -0.061 -0.066
H 27.5855 15.7660 15.9983 -0.335 -0.012 -0.011
H 28.7562 16.9770 20.7400 -0.146 0.053 -0.294
H 20.3203 27.8042 10.8286 -0.076 -0.169 -0.020
H 23.0364 24.1083 19.1821 -0.254 -0.133 -0.199


18
Properties=species:S:1:pos:R:3:forces:R:3 method="wB97M-V/def2-TZVPD" orbital_gap_ev="9.813 / 7.381" charge=+1 e_above_lowest_kj_mol=124.0 e_homo_ha="-0.5193 / -0.4658" spin_multiplicity=1
Cl -4.2162 1.6669 -0.6705 -0.259 -0.023 -0.203
F -0.9127 2.5953 1.2397 -0.454 -0.057 0.422
F -3.2773 1.7228 1.7070 -0.035 -0.111 -0.536
F -1.9791 3.7491 -0.2903 0.705 -1.715 -0.068
N -0.0838 -0.3118 0.6592 -3.756 -2.562 -0.766
C -2.9596 1.6429 0.4193 2.155 0.434 0.077
C 0.7987 -1.5611 0.5237 0.807 1.943 0.634
C -0.8659 0.1700 -0.5476 0.320 -0.797 0.159
C -1.6284 2.4619 0.0832 0.191 0.166 0.037
C -0.6176 1.6347 -0.8275 -0.106 -0.294 0.520
H 1.4269 -1.3716 1.4143 0.467 -0.856 -0.898
H 0.2092 -2.4236 0.6889 -0.823 -0.693 0.171
H 1.2883 -1.6574 -0.4637 -0.042 0.570 0.768
H -0.8742 -0.6606 -1.2758 -0.460 0.936 0.122
H -0.7342 1.8493 -1.8705 -0.191 0.143 -0.578
H -0.7841 -0.5660 1.4228 1.032 0.606 -1.030
H 0.4854 1.8007 -0.5607 -1.568 0.599 -0.290
H 0.3202 0.5270 0.9192 2.020 1.714 1.459


16
Properties=species:S:1:pos:R:3:forces:R:3 method="wB97M-V/def2-TZVPD" orbital_gap_ev=7.619 charge=-1 e_above_lowest_kj_mol=24.7 e_homo_ha=-0.1693 smiles="CO[C@](C)(SS)C(=O)[O-]" spin_multiplicity=1
S 2.1937 0.4281 0.1968 -0.114 0.977 0.545
S 2.8998 -1.5041 0.0162 -0.100 -0.146 -0.379
O -0.0771 -0.5888 0.8625 -0.219 -0.945 1.719
O -0.3912 2.3714 -1.1018 -0.223 1.266 -1.792
O -0.4567 2.2809 1.1213 -0.267 0.962 2.373
C 0.2001 -0.2572 -1.4853 0.520 -2.192 2.521
C 0.3478 0.3400 -0.0928 1.698 -0.647 -0.701
C -0.2257 1.9029 0.0011 0.631 -2.673 -0.630
C -1.4493 -0.4260 1.3014 0.152 -3.903 -2.926
H 1.8991 -2.1087 0.6635 -0.053 -0.040 0.324
H 0.8425 -1.1170 -1.7467 -0.126 0.465 0.465
H -1.4693 0.5080 1.6786 -0.875 2.910 1.806
H -1.8663 -1.3039 1.9613 1.338 1.695 -1.185
H -1.9326 -0.4611 0.2899 -0.864 0.114 1.157
H 0.2752 0.4937 -2.1280 0.697 3.097 -2.978
H -0.7901 -0.5581 -1.5380 -2.196 -0.940 -0.317


8
Properties=species:S:1:pos:R:3:forces:R:3 method="wB97M-V/def2-TZVPD" orbital_gap_ev=10.710 e_above_lowest_kj_mol=6.6 e_homo_ha=-0.3849 spin_multiplicity=1
Br -1.1843 -1.8560 -0.2064 -0.234 0.297 0.157
Br -1.7364 1.8197 0.1435 0.904 -0.327 -0.593
N 1.1367 -0.6641 0.8646 -2.716 0.287 -0.759
C 0.0226 -0.4322 0.2318 3.380 -1.473 1.577
C -0.1250 0.8660 -0.4666 -1.896 -1.751 -0.357
H 1.2030 -1.6227 1.2394 -0.135 0.446 -0.400
H 0.7739 1.3352 -0.2983 1.599 1.848 0.772
H -0.0905 0.5542 -1.5081 -0.902 0.673 -0.397


Asked for electronic energy across the records above, the calculation gives -1435.2278 -324.6143 -6510.1595 -1009.4509 -1178.7281 -5280.7665 hartree in order.